(1)
C36H66As3MnN7O4PS | the ωB97M-V functional and the def2-TZVPD basis

Each line ends with the Löwdin charge.
Atoms and positions in Å:
Mn: -0.060 0.259 -0.371  0.24
O: -2.634 3.409 5.647  -0.04
C: -2.209 4.028 4.658  -0.71
O: -2.153 5.245 4.399  -0.06
C: -1.649 3.124 3.514  -0.09
C: -0.610 3.594 2.718  0.00
C: -0.128 2.798 1.699  -0.15
N: -0.643 1.598 1.419  0.02
C: -1.649 1.144 2.168  -0.19
C: -2.163 1.864 3.236  0.06
C: -2.240 -0.189 1.725  -0.61
O: -3.016 -0.786 2.458  0.04
O: -1.857 -0.566 0.558  -0.21
H: -0.219 4.588 2.895  0.11
H: 0.678 3.129 1.050  0.09
H: -2.960 1.437 3.829  0.13
C: -1.092 3.250 -3.167  -0.31
As: -1.428 2.112 -1.595  1.15
C: -2.343 3.499 -0.563  -0.27
C: -3.111 1.245 -2.155  -0.33
C: -3.105 0.084 -3.161  -0.68
C: -4.556 -0.064 -3.652  -0.08
C: -2.731 -1.254 -2.508  -0.34
As: -0.923 -1.674 -1.826  1.15
C: -1.518 -3.461 -1.263  -0.27
C: -0.001 -2.264 -3.461  -0.31
C: -2.189 0.409 -4.350  -0.38
As: -2.252 -0.852 -5.875  1.11
C: -3.574 0.091 -7.000  -0.35
C: -0.688 -0.093 -6.794  -0.34
H: -2.028 3.474 -3.679  0.02
H: -0.393 2.773 -3.850  -0.01
H: -0.655 4.180 -2.804  0.01
H: -3.098 3.996 -1.174  0.03
H: -1.625 4.242 -0.218  0.03
H: -2.821 3.061 0.314  0.03
H: -3.746 2.045 -2.548  0.08
H: -3.562 0.902 -1.219  0.08
H: -5.232 -0.201 -2.806  0.09
H: -4.656 -0.932 -4.310  0.06
H: -4.870 0.827 -4.201  0.08
H: -2.950 -2.054 -3.221  0.05
H: -3.364 -1.407 -1.630  0.08
H: -2.198 -3.860 -2.015  0.03
H: -2.042 -3.365 -0.313  0.03
H: -0.674 -4.139 -1.149  0.02
H: -0.679 -2.736 -4.170  0.00
H: 0.773 -2.979 -3.176  0.01
H: 0.494 -1.411 -3.928  -0.01
H: -1.151 0.449 -3.998  0.04
H: -2.438 1.399 -4.746  0.07
H: -4.593 -0.128 -6.684  0.00
H: -3.460 -0.248 -8.031  0.01
H: -3.416 1.171 -6.968  0.02
H: 0.225 -0.337 -6.253  0.01
H: -0.778 0.993 -6.859  0.02
H: -0.613 -0.502 -7.801  0.01
N: 1.628 -0.410 0.952  -0.13
P: 2.626 -1.544 1.393  0.64
N: 1.802 -2.858 2.046  -0.18
C: 0.735 -2.516 3.028  -0.20
C: -0.646 -2.987 2.590  -0.18
C: -0.651 -4.507 2.405  -0.18
C: 0.640 -4.978 1.702  -0.17
C: 1.348 -3.815 1.022  -0.22
N: 3.637 -2.145 0.232  -0.21
C: 4.742 -3.044 0.571  -0.21
C: 5.085 -3.927 -0.623  -0.19
C: 5.550 -3.072 -1.812  -0.19
C: 4.740 -1.761 -1.896  -0.17
C: 3.405 -1.910 -1.187  -0.23
N: 3.750 -1.159 2.583  -0.19
C: 3.408 -1.253 4.004  -0.22
C: 4.571 -0.741 4.842  -0.18
C: 4.768 0.768 4.612  -0.19
C: 4.405 1.153 3.167  -0.18
C: 4.630 -0.030 2.233  -0.22
H: 0.709 -1.436 3.173  0.10
H: 0.980 -2.988 3.988  0.11
H: -0.931 -2.473 1.671  0.08
H: -1.373 -2.701 3.349  0.12
H: -1.530 -4.806 1.831  0.10
H: -0.730 -4.993 3.381  0.10
H: 0.428 -5.759 0.969  0.10
H: 1.332 -5.398 2.436  0.11
H: 0.683 -3.327 0.298  0.08
H: 2.217 -4.181 0.475  0.10
H: 4.461 -3.647 1.438  0.11
H: 5.633 -2.465 0.849  0.11
H: 4.202 -4.506 -0.904  0.10
H: 5.862 -4.638 -0.334  0.11
H: 5.435 -3.648 -2.733  0.10
H: 6.612 -2.842 -1.703  0.10
H: 4.569 -1.471 -2.933  0.11
H: 5.287 -0.947 -1.413  0.11
H: 2.835 -2.733 -1.647  0.11
H: 2.815 -1.010 -1.299  0.02
H: 3.197 -2.298 4.237  0.11
H: 2.517 -0.665 4.259  0.12
H: 5.475 -1.293 4.574  0.11
H: 4.369 -0.937 5.896  0.11
H: 5.805 1.038 4.824  0.10
H: 4.139 1.330 5.305  0.11
H: 4.997 2.007 2.835  0.11
H: 3.352 1.440 3.105  0.11
H: 5.678 -0.350 2.299  0.11
H: 4.439 0.261 1.197  0.09
S: 1.609 1.029 -2.475  0.52
C: 2.196 2.234 -1.382  -0.92
N: 1.756 3.555 -1.533  -0.03
C: 2.605 4.413 -0.709  -0.17
C: 3.301 3.371 0.197  -0.22
N: 3.039 2.068 -0.417  -0.01
H: 1.554 3.839 -2.477  0.09
H: 2.004 5.122 -0.137  0.10
H: 3.330 4.973 -1.309  0.10
H: 2.889 3.391 1.212  0.09
H: 4.378 3.536 0.277  0.10
H: 2.153 0.452 0.752  -0.02

Computed properties:
- Kohn-Sham gap (spin up / spin down) (eV) = 7.27 / 7.28
- 2S+1 = 2
- net charge = -1
- E_HOMO (spin up / spin down) (eV) = -5.12 / -5.12



(2)
C36H66B5F20N12 | the ωB97M-V functional and the def2-TZVPD basis

Each line ends with the Löwdin charge.
Atoms and positions in Å:
C: -19.439 2.255 4.074  -0.07
C: -20.425 1.474 4.929  -0.15
N: -19.862 0.917 6.172  -0.04
C: -19.508 1.601 7.278  -0.01
C: -19.017 0.694 8.198  0.01
N: -18.942 -0.552 7.582  -0.08
C: -19.500 -0.366 6.366  0.00
C: -18.549 -1.815 8.149  0.02
H: -19.054 3.169 4.533  0.08
H: -19.767 2.568 3.084  0.09
H: -18.535 1.667 3.895  0.07
H: -20.724 0.677 4.250  0.13
H: -21.276 2.111 5.157  0.14
H: -19.657 2.662 7.389  0.15
H: -18.570 0.831 9.169  0.14
H: -19.454 -1.089 5.566  0.17
H: -19.023 -2.579 7.532  0.11
H: -18.949 -1.865 9.160  0.11
H: -17.484 -2.041 8.119  0.10
C: -15.137 -5.054 8.281  -0.07
C: -14.272 -4.582 9.460  -0.15
N: -13.054 -5.402 9.440  -0.04
C: -11.867 -5.245 8.709  0.06
C: -11.108 -6.333 8.995  0.03
N: -11.788 -7.155 9.829  -0.04
C: -13.000 -6.602 10.081  -0.01
C: -11.386 -8.536 10.201  0.04
H: -14.721 -4.579 7.390  0.07
H: -16.213 -4.857 8.244  0.05
H: -15.135 -6.133 8.117  0.08
H: -14.705 -4.823 10.432  0.11
H: -14.149 -3.503 9.392  0.11
H: -11.647 -4.427 8.040  0.14
H: -10.071 -6.499 8.725  0.16
H: -13.710 -7.070 10.741  0.14
H: -11.912 -9.294 9.622  0.09
H: -11.403 -8.783 11.258  0.07
H: -10.360 -8.651 9.844  0.09
C: -16.399 -7.342 12.889  -0.04
C: -16.991 -8.321 11.827  -0.12
N: -18.095 -9.094 12.442  -0.06
C: -19.207 -9.575 11.746  0.03
C: -19.861 -10.389 12.652  -0.02
N: -19.144 -10.374 13.792  -0.09
C: -18.106 -9.532 13.710  0.02
C: -19.543 -11.330 14.837  0.02
H: -17.302 -6.801 13.182  0.09
H: -15.678 -6.737 12.348  0.07
H: -15.928 -7.780 13.763  0.07
H: -16.331 -9.158 11.597  0.11
H: -17.412 -7.808 10.967  0.12
H: -19.390 -9.158 10.771  0.13
H: -20.732 -11.011 12.536  0.14
H: -17.424 -9.366 14.528  0.18
H: -20.619 -11.413 14.970  0.10
H: -19.053 -11.110 15.784  0.10
H: -19.246 -12.357 14.621  0.10
C: -13.136 -1.094 3.623  -0.05
C: -13.851 -1.958 4.648  -0.14
N: -14.535 -1.090 5.633  -0.04
C: -15.575 -0.234 5.396  -0.05
C: -15.816 0.511 6.509  -0.03
N: -14.912 0.028 7.423  -0.06
C: -14.101 -0.882 6.880  0.04
C: -14.692 0.556 8.770  0.01
H: -12.183 -0.721 4.004  0.09
H: -13.658 -0.140 3.502  0.07
H: -12.991 -1.546 2.646  0.09
H: -13.186 -2.596 5.232  0.11
H: -14.569 -2.549 4.080  0.12
H: -16.042 -0.239 4.424  0.13
H: -16.508 1.322 6.652  0.12
H: -13.224 -1.432 7.208  0.18
H: -15.708 0.626 9.175  0.08
H: -14.297 1.568 8.795  0.12
H: -14.212 -0.177 9.414  0.08
C: -8.850 -8.979 13.281  -0.05
C: -9.235 -7.492 13.085  -0.14
N: -8.931 -6.691 14.254  -0.02
C: -8.447 -7.086 15.474  0.00
C: -8.468 -6.016 16.323  -0.01
N: -8.792 -4.909 15.562  -0.08
C: -9.248 -5.382 14.385  0.01
C: -9.051 -3.525 16.049  0.04
H: -7.818 -9.314 13.415  0.09
H: -9.158 -9.446 12.345  0.07
H: -9.272 -9.447 14.172  0.07
H: -10.302 -7.541 12.875  0.10
H: -8.775 -6.951 12.254  0.12
H: -8.296 -8.129 15.692  0.13
H: -8.247 -5.917 17.372  0.13
H: -9.726 -4.859 13.571  0.18
H: -10.123 -3.347 16.062  0.10
H: -8.467 -2.811 15.477  0.11
H: -8.709 -3.606 17.079  0.09
C: -16.170 -12.334 10.397  -0.06
C: -14.850 -11.598 10.613  -0.15
N: -13.712 -12.539 10.387  -0.05
C: -12.894 -12.550 9.294  0.03
C: -12.040 -13.620 9.460  0.05
N: -12.434 -14.296 10.611  -0.08
C: -13.441 -13.606 11.154  -0.02
C: -11.759 -15.421 11.182  0.01
H: -16.989 -11.630 10.588  0.05
H: -16.539 -13.046 11.137  0.08
H: -16.185 -12.729 9.384  0.09
H: -14.682 -11.234 11.625  0.11
H: -14.719 -10.805 9.882  0.12
H: -13.060 -11.740 8.603  0.14
H: -11.162 -13.934 8.918  0.13
H: -13.982 -13.918 12.032  0.17
H: -11.278 -15.097 12.105  0.11
H: -11.068 -15.881 10.482  0.11
H: -12.461 -16.197 11.491  0.10
B: -11.947 -0.486 9.577  -1.30
F: -10.648 -1.023 9.655  0.11
F: -12.093 0.551 8.706  0.16
F: -12.817 -1.530 9.220  0.06
F: -12.186 -0.209 10.948  0.08
B: -13.360 -8.655 13.539  -1.27
F: -13.797 -7.336 13.809  0.08
F: -13.853 -9.472 14.578  0.09
F: -13.863 -9.085 12.297  0.09
F: -11.968 -8.764 13.549  0.12
B: -9.233 -11.189 8.670  -1.29
F: -7.903 -11.121 8.188  0.08
F: -9.435 -12.528 8.964  0.10
F: -9.154 -10.454 9.872  0.08
F: -10.133 -10.648 7.760  0.11
B: -6.632 -6.204 9.375  -1.30
F: -7.667 -6.396 10.274  0.09
F: -6.278 -4.842 9.105  0.05
F: -5.532 -6.855 9.908  0.10
F: -7.016 -6.660 8.119  0.10
B: -10.302 -4.239 5.390  -1.33
F: -9.707 -4.155 4.126  0.10
F: -11.297 -5.234 5.363  0.07
F: -9.403 -4.517 6.389  0.15
F: -10.929 -3.015 5.639  0.08

Computed properties:
- Kohn-Sham gap (eV) = 5.24
- net charge = +1
- E_HOMO (eV) = -8.90
- relative energy (zero: lowest compared OMol25 entry of this formula, charge and spin) (kcal per mole) = 58.4



(3)
C36H66BCl20N2O6 | the ωB97M-V functional and the def2-TZVPD basis

Each line ends with the Löwdin charge.
Atoms and positions in Å:
N: 3.644 4.692 0.977  -0.01
C: 4.507 3.621 1.492  -0.27
C: 4.827 2.525 0.465  -0.18
C: 3.575 1.923 -0.191  -0.19
C: 2.596 1.330 0.821  -0.12
C: 1.284 0.999 0.103  -0.19
C: 1.527 -0.227 -0.829  -0.12
O: 0.354 -0.967 -1.123  -0.11
C: -0.752 -0.091 -1.235  -0.13
C: -1.094 0.508 0.140  -0.36
O: -1.483 1.832 -0.069  -0.03
C: -2.222 -0.217 0.911  0.03
C: -3.188 0.755 1.620  -0.30
O: -2.968 1.037 2.782  0.11
C: -4.400 1.310 0.945  -0.25
C: -5.426 1.787 1.751  -0.03
C: -6.578 2.296 1.173  -0.08
C: -6.719 2.310 -0.209  -0.08
C: -5.687 1.848 -1.012  -0.12
C: -4.528 1.371 -0.436  -0.21
N: 0.168 0.609 0.996  0.06
O: -0.104 1.550 1.983  0.18
B: 0.134 1.123 3.307  -0.76
O: -0.213 -0.136 3.733  0.20
O: 0.707 2.052 4.134  0.21
H: 2.695 4.574 1.305  0.07
H: 3.636 4.718 -0.034  -0.05
H: 5.461 4.088 1.751  0.10
H: 4.107 3.214 2.420  0.11
H: 5.424 1.726 0.910  0.10
H: 5.389 3.013 -0.334  0.12
H: 3.914 1.159 -0.895  0.11
H: 3.086 2.694 -0.794  0.10
H: 2.359 2.049 1.606  0.11
H: 2.997 0.396 1.227  0.09
H: 1.017 1.847 -0.523  0.16
H: 2.028 0.156 -1.721  0.14
H: 2.201 -0.901 -0.295  0.12
H: -1.612 -0.619 -1.638  0.05
H: -0.470 0.708 -1.932  0.13
H: -1.811 1.942 -0.971  0.04
H: -2.766 -0.871 0.229  0.09
H: -1.791 -0.841 1.696  0.13
H: -5.295 1.757 2.823  0.12
H: -7.345 2.668 1.839  0.07
H: -7.642 2.682 -0.634  0.11
H: -5.796 1.874 -2.089  0.10
H: -3.713 1.019 -1.057  0.01
H: 0.370 -0.332 1.363  0.20
H: 0.578 -0.672 3.856  0.09
H: 0.032 2.383 4.742  0.13
Cl: -1.177 -3.947 -1.436  0.56
C: -2.680 -4.366 -2.306  -0.67
C: -3.147 -3.236 -3.183  -0.61
Cl: -3.707 -1.840 -2.221  0.60
H: -3.430 -4.637 -1.568  0.06
H: -2.464 -5.242 -2.915  0.04
H: -3.990 -3.560 -3.792  0.08
H: -2.356 -2.894 -3.846  0.07
Cl: 4.989 -1.728 1.365  0.57
C: 4.664 -3.419 1.832  -0.64
C: 3.198 -3.732 1.709  -0.64
Cl: 2.240 -2.849 2.932  0.56
H: 5.033 -3.568 2.843  0.07
H: 5.240 -4.055 1.162  0.08
H: 3.020 -4.793 1.874  0.08
H: 2.816 -3.469 0.726  0.06
Cl: -0.829 5.831 -0.572  0.53
C: -2.436 6.423 -0.053  -0.64
C: -3.043 5.421 0.893  -0.60
Cl: -3.443 3.889 0.074  0.78
H: -3.048 6.587 -0.936  0.07
H: -2.294 7.378 0.449  0.08
H: -3.964 5.798 1.333  0.08
H: -2.343 5.194 1.695  0.07
Cl: -1.018 -8.089 -4.163  0.54
C: -0.642 -8.307 -2.435  -0.66
C: -1.794 -8.906 -1.671  -0.65
Cl: -3.170 -7.777 -1.561  0.56
H: -0.362 -7.337 -2.031  0.06
H: 0.220 -8.970 -2.376  0.07
H: -1.481 -9.131 -0.653  0.08
H: -2.152 -9.823 -2.132  0.07
Cl: 8.299 -2.624 2.832  0.55
C: 8.559 -1.032 2.070  -0.67
C: 9.924 -0.930 1.442  -0.66
Cl: 11.222 -0.914 2.663  0.56
H: 8.409 -0.268 2.829  0.07
H: 7.792 -0.915 1.305  0.03
H: 10.005 -0.001 0.880  0.07
H: 10.111 -1.759 0.765  0.07
Cl: 5.726 7.438 -2.348  0.54
C: 4.189 8.182 -1.837  -0.66
C: 3.415 7.294 -0.900  -0.63
Cl: 2.796 5.832 -1.721  0.57
H: 3.616 8.414 -2.731  0.07
H: 4.438 9.113 -1.332  0.08
H: 2.549 7.829 -0.514  0.08
H: 4.023 6.969 -0.059  0.06
Cl: 13.654 -6.363 3.643  0.54
C: 13.153 -4.833 2.877  -0.67
C: 11.692 -4.831 2.513  -0.68
Cl: 11.322 -5.969 1.188  0.53
H: 13.780 -4.674 2.004  0.07
H: 13.349 -4.038 3.594  0.07
H: 11.401 -3.841 2.170  0.02
H: 11.070 -5.096 3.364  0.07
Cl: -3.055 1.440 -3.291  0.66
C: -2.630 0.566 -4.790  -0.62
C: -2.269 1.506 -5.911  -0.66
Cl: -3.676 2.436 -6.475  0.57
H: -3.475 -0.066 -5.050  0.07
H: -1.780 -0.074 -4.554  0.07
H: -1.901 0.932 -6.760  0.08
H: -1.499 2.211 -5.609  0.07
Cl: -6.978 -1.500 -3.324  0.53
C: -7.587 -2.701 -2.155  -0.65
C: -8.146 -2.038 -0.923  -0.64
Cl: -6.844 -1.288 0.045  0.60
H: -6.774 -3.376 -1.897  0.06
H: -8.360 -3.272 -2.667  0.08
H: -8.629 -2.776 -0.284  0.08
H: -8.874 -1.272 -1.178  0.04
Cl: -9.669 1.720 3.164  0.56
C: -10.685 0.332 2.698  -0.65
C: -10.250 -0.273 1.389  -0.67
Cl: -10.568 0.816 0.012  0.56
H: -11.717 0.671 2.656  0.07
H: -10.597 -0.405 3.494  0.08
H: -10.809 -1.189 1.204  0.08
H: -9.188 -0.508 1.395  0.03

Computed properties:
- Kohn-Sham gap (eV) = 9.28
- net charge = +1
- E_HOMO (eV) = -11.07